(1)
This record from the OMol25 dataset describes 2 unconnected molecules or ions with the total composition C2H4N4O. The level of theory is ωB97M-V/def2-TZVPD.

Results
HOMO level in eV: -9.36
Lowest unoccupied orbital energy in eV: -0.49
Energy relative to the best compared isomer or geometry (same formula, charge and spin) in kcal per mole: 142.8
Kohn-Sham gap in eV: 8.87
Max |F| in eV/Å: 7.34

Geometry as ORCA input:
```
! wB97M-V def2-TZVPD RIJCOSX def2/J DEFGRID3
* xyz 0 1
C 0.695 -0.128 0.376
C -1.290 0.252 -0.266
H 2.914 -0.433 0.565
H 2.147 -0.083 2.493
H -3.196 1.307 -0.289
H -0.630 -0.548 -1.984
N 2.093 0.055 0.943
N -0.380 0.394 0.779
N -2.410 0.652 -0.850
N -0.663 -0.796 -1.017
O 0.720 -0.672 -0.751
*
```

---

(2)
This record from the OMol25 dataset describes a molecular structure, C34H24F5HfN4O2S. The level of theory is ωB97M-V/def2-TZVPD.

Results
HOMO level in eV: -11.34
Lowest unoccupied orbital energy in eV: -3.68
Kohn-Sham gap in eV: 7.65
Max |F| in eV/Å: 1.14

Geometry as ORCA input:
```
! wB97M-V def2-TZVPD RIJCOSX def2/J DEFGRID3
* xyz 1 1
Hf 0.784 0.756 -0.342
C 5.955 3.609 -5.099
C 5.335 2.747 -4.035
C 6.063 2.401 -2.899
C 5.504 1.627 -1.900
C 4.192 1.191 -2.049
C 3.445 1.503 -3.178
C 4.025 2.285 -4.161
S 3.537 0.289 -0.716
O 2.787 1.290 0.141
O 4.569 -0.428 -0.049
N 2.287 -0.558 -1.254
C 2.176 -1.914 -0.776
C 2.702 -2.974 -1.448
C 2.543 -4.290 -0.956
C 1.875 -4.516 0.210
C 1.344 -3.427 0.946
C 0.711 -3.583 2.199
C 0.285 -2.485 2.890
C 0.441 -1.220 2.308
N 0.991 -1.029 1.128
C 1.489 -2.124 0.450
H 7.000 3.346 -5.255
H 5.923 4.660 -4.803
H 5.428 3.514 -6.047
H 7.087 2.739 -2.796
H 6.077 1.356 -1.023
H 2.434 1.141 -3.311
H 3.451 2.534 -5.045
H 3.239 -2.793 -2.371
H 2.965 -5.117 -1.511
H 1.758 -5.519 0.600
H 0.589 -4.577 2.612
H -0.176 -2.567 3.864
H 0.091 -0.334 2.820
C -2.016 2.221 1.178
N -1.276 1.075 0.607
C -1.986 0.016 0.341
C -1.534 -0.921 -0.617
C -2.035 -2.144 -1.027
C -1.296 -2.523 -2.158
C -0.378 -1.513 -2.391
N -0.501 -0.519 -1.478
C -1.486 2.789 2.466
C -1.227 1.975 3.563
C -0.764 2.518 4.752
C -0.573 3.889 4.859
C -0.861 4.711 3.780
C -1.318 4.162 2.590
H -3.057 1.914 1.322
H -2.023 2.996 0.409
H -2.965 -0.122 0.800
H -2.851 -2.680 -0.567
H -1.423 -3.415 -2.750
H 0.365 -1.450 -3.171
H -1.424 0.911 3.503
H -0.566 1.875 5.600
H -0.214 4.317 5.786
H -0.722 5.781 3.860
H -1.533 4.808 1.745
F 0.393 2.909 -3.590
C 0.605 3.534 -2.418
C 0.663 2.829 -1.239
C 0.920 3.581 -0.120
F 0.998 2.858 1.063
C 1.115 4.941 -0.080
F 1.372 5.604 1.042
C 1.039 5.607 -1.295
F 1.213 6.921 -1.339
C 0.786 4.905 -2.467
F 0.734 5.570 -3.618
*
```

---

(3)
This record from the OMol25 dataset describes a molecular structure, C29H24ClI2N5O2Ti. The level of theory is ωB97M-V/def2-TZVPD.

Results
HOMO level in eV: -17.82
Lowest unoccupied orbital energy in eV: -13.99
Kohn-Sham gap in eV: 3.83
Max |F| in eV/Å: 0.73

Geometry as ORCA input:
```
! wB97M-V def2-TZVPD RIJCOSX def2/J DEFGRID3
* xyz 4 1
Ti 0.102 -0.369 0.507
C -0.543 3.057 3.107
C -0.051 2.286 2.061
N -0.234 0.960 2.005
C -0.897 0.353 3.037
C -1.462 1.061 4.106
C -1.271 2.459 4.118
C -2.158 0.339 5.125
C -2.194 -1.016 5.116
C -1.534 -1.760 4.090
C -1.421 -3.168 4.083
C -0.714 -3.788 3.073
C -0.157 -3.029 2.050
N -0.271 -1.695 2.006
C -0.925 -1.070 3.033
H -0.355 4.122 3.115
H 0.511 2.746 1.256
H -1.675 3.051 4.931
H -2.644 0.897 5.916
H -2.703 -1.558 5.903
H -1.870 -3.749 4.880
H -0.584 -4.862 3.065
H 0.398 -3.509 1.253
O 4.390 0.985 -4.448
C 4.871 0.261 -3.362
C 3.798 0.131 -2.347
C 3.983 -0.607 -1.165
C 2.951 -0.714 -0.274
N 1.744 -0.119 -0.492
C 1.552 0.624 -1.633
C 2.554 0.752 -2.560
C 0.225 1.273 -1.747
C -0.127 2.119 -2.772
C -1.379 2.750 -2.770
C -1.742 3.673 -3.876
O -0.752 3.615 -4.856
C -2.241 2.501 -1.692
C -1.846 1.628 -0.712
N -0.645 1.008 -0.725
H 5.079 1.114 -5.110
H 5.740 0.740 -2.881
H 5.210 -0.749 -3.640
H 4.930 -1.086 -0.949
H 3.066 -1.262 0.657
H 2.437 1.325 -3.470
H 0.533 2.327 -3.604
H -1.844 4.683 -3.445
H -2.739 3.416 -4.262
H -0.934 4.238 -5.568
H -3.210 2.980 -1.635
H -2.498 1.414 0.128
I 2.988 -0.257 3.791
I 5.031 -0.017 5.520
Cl -4.606 -2.777 -1.452
C -2.912 -2.705 -1.501
C -2.168 -3.536 -2.346
C -0.785 -3.450 -2.328
C -0.169 -2.537 -1.494
N -0.883 -1.721 -0.687
C -2.226 -1.815 -0.688
H -2.672 -4.239 -2.998
H -0.186 -4.092 -2.958
H 0.911 -2.460 -1.470
H -2.780 -1.169 -0.014
*
```

---

Let's list E in order: -10140.944 -71429.009 -93810.946 eV.